1.
21
Properties=species:S:1:pos:R:3:forces:R:3 method="wB97M-V/def2-TZVPD" e_lumo_ev=-0.373 charge=0 relative_energy_kj_mol=0.0 smiles="CC1=P[C@H](C)[C@H](C)N=C1" homo_lumo_gap_ev=8.08 multiplicity=1
C -3.17952 -0.69307 -0.06458 0.057 0.039 0.054
C -1.73405 -0.31024 0.06816 -0.189 1.375 0.565
P -1.34861 1.25920 0.57813 0.220 -0.765 -0.320
C 0.49282 1.24789 0.33820 0.685 -3.270 0.902
C 0.84503 1.61716 -1.08832 0.010 -0.028 0.133
C 1.07759 -0.42306 0.77283 -0.802 3.831 -0.462
C 2.58152 -0.46986 0.63133 -0.196 -0.115 0.108
N 0.45541 -1.40540 -0.02219 -0.141 -0.611 -0.381
C -0.77696 -1.32227 -0.31469 0.380 -0.378 -0.149
H -3.38119 -1.63323 0.44695 -0.076 -0.073 0.047
H -3.43436 -0.82625 -1.11763 -0.048 -0.045 -0.042
H -3.82157 0.08208 0.34817 -0.107 -0.013 -0.008
H 0.97637 1.89900 1.06241 0.007 0.064 0.056
H 0.37850 0.92960 -1.79350 -0.019 0.003 -0.047
H 1.92039 1.58919 -1.24837 0.104 0.085 -0.041
H 0.49211 2.62568 -1.30311 0.000 0.078 -0.152
H 0.77251 -0.52507 1.82301 -0.046 -0.067 -0.062
H 2.88469 -0.18625 -0.37256 0.061 0.004 -0.102
H 2.91154 -1.49287 0.80128 0.118 -0.065 0.034
H 3.06230 0.18575 1.35210 0.079 0.092 0.042
H -1.17454 -2.14795 -0.89762 -0.098 -0.141 -0.175


2.
11
Properties=species:S:1:pos:R:3:forces:R:3 method="wB97M-V/def2-TZVPD" e_lumo_ev=3.623 charge=-1 relative_energy_kj_mol=203.3 smiles="O=S(=O)([O-])C=C=CO" homo_lumo_gap_ev=8.56 multiplicity=1
O 1.22089 1.23573 -0.32673 0.043 -2.015 -0.147
S 1.66286 -0.17646 -0.07528 2.432 1.782 -0.710
O 2.34866 -0.28850 1.20605 -0.828 -0.330 0.443
O 2.51697 -0.79372 -1.12553 -1.613 0.639 0.383
C 0.17008 -1.18877 -0.09992 0.773 1.072 0.000
C -0.92019 -0.52064 0.10960 0.845 -1.451 -1.043
C -1.74228 0.41227 0.41327 -2.234 0.651 2.811
O -2.29521 1.41987 -0.37889 4.143 -0.131 -0.961
H 0.43633 -2.17131 -0.42627 -0.580 -0.576 -0.028
H -2.04003 0.39781 1.51081 0.043 0.459 -1.429
H -1.35807 1.67372 -0.80711 -3.023 -0.099 0.680


3.
100
Properties=species:S:1:pos:R:3:forces:R:3 method="wB97M-V/def2-TZVPD" e_lumo_ev=1.653 charge=-1 homo_lumo_gap_ev=8.05 multiplicity=1
O 3.52174 -5.14679 4.34884 0.002 -0.393 -0.466
S 2.21857 -4.97311 3.77418 -0.241 0.862 0.919
O 1.20851 -4.42312 4.63228 0.030 -0.282 -0.398
Cl 1.55488 -6.80842 3.14422 0.037 -0.001 0.021
C 2.30093 -4.02642 2.24033 0.517 -0.528 0.093
C 3.70456 -3.44829 2.06828 -0.264 0.478 0.124
C 3.70598 -2.34354 1.00424 0.081 -0.305 0.255
C 3.01942 -1.10602 1.54846 0.051 0.209 -0.046
S 2.69227 0.13262 0.28440 0.758 0.604 -0.189
O 2.44562 -0.55910 -0.96353 -0.367 -0.119 0.145
O 3.86046 0.99269 0.26447 -0.297 -0.052 0.235
N 1.46040 0.99401 0.85524 -0.151 -0.939 -0.279
S 0.07408 0.20271 1.03552 -0.949 0.804 -0.348
O -1.00565 0.92042 0.38046 0.293 0.021 0.084
O 0.11278 -1.22225 0.75051 0.344 0.007 0.188
C -0.26454 0.37856 2.81320 0.075 -0.829 -0.353
C -0.79649 -0.92050 3.41916 0.474 0.500 0.346
S -2.46175 -1.35314 2.89567 -0.450 -0.257 -0.416
C -2.12839 -2.82549 2.02958 1.866 -1.151 0.435
N -1.09555 -3.63240 2.23679 -1.629 0.823 -0.626
N -1.21268 -4.64735 1.29097 -1.423 0.761 -0.547
C -2.30295 -4.38188 0.61539 1.824 -0.736 0.888
O -2.93014 -3.25745 1.02301 0.180 0.087 0.205
H 2.05575 -4.71940 1.44101 -0.181 0.059 -0.110
H 1.51849 -3.28182 2.33909 -0.187 -0.011 -0.045
H 4.01276 -2.98324 3.00492 0.113 -0.119 0.128
H 4.41641 -4.24172 1.85775 0.026 -0.065 -0.113
H 3.22735 -2.68123 0.08733 -0.099 0.046 -0.074
H 4.74006 -2.09779 0.76862 0.061 0.024 -0.147
H 3.64531 -0.60194 2.28323 0.115 0.082 -0.020
H 2.07484 -1.32088 2.03526 -0.121 -0.223 -0.130
H -0.95880 1.20258 2.94085 0.078 0.198 -0.029
H 0.69187 0.58602 3.28068 0.021 0.235 0.060
H -0.83659 -0.80324 4.49996 -0.082 0.022 0.071
H -0.10420 -1.73385 3.23904 -0.176 -0.261 -0.192
H -2.66538 -5.00870 -0.17712 -0.407 0.294 -0.147
Br 0.45658 5.09068 -1.25924 -0.037 0.061 0.051
C -0.87070 3.65980 -1.17877 0.141 0.061 -0.110
C -1.94177 3.86489 -2.21502 -0.058 -0.060 0.220
Br -3.19246 5.28766 -1.71560 0.059 0.075 -0.171
H -1.25240 3.64206 -0.16559 -0.011 -0.069 -0.010
H -0.32347 2.73831 -1.36140 -0.035 -0.019 0.021
H -2.55373 2.97220 -2.31899 0.040 -0.048 0.066
H -1.53645 4.13874 -3.18257 -0.064 -0.005 0.133
Br -3.63855 3.33840 1.41499 -0.148 -0.220 0.127
C -5.20774 2.87333 0.36469 0.102 0.353 0.044
C -6.04559 1.82644 1.04585 0.000 -0.196 -0.155
Br -5.21428 0.08268 0.85809 -0.054 -0.073 0.091
H -4.85656 2.54562 -0.60886 0.000 -0.013 -0.005
H -5.75805 3.80552 0.25263 -0.046 -0.024 0.004
H -7.02034 1.74009 0.57010 0.013 0.071 -0.038
H -6.17656 2.01713 2.10609 0.050 0.018 0.014
Br 4.20601 -9.03742 1.61995 -0.007 -0.024 -0.023
C 3.89893 -10.37520 2.99282 0.158 0.128 -0.089
C 3.23742 -11.60761 2.43716 -0.181 -0.054 0.103
Br 1.34671 -11.31657 2.08650 0.041 0.004 -0.051
H 3.30758 -9.89695 3.76752 -0.032 -0.022 0.005
H 4.88345 -10.61869 3.38608 -0.011 -0.047 0.007
H 3.27616 -12.41824 3.16154 0.023 0.018 0.021
H 3.68291 -11.93246 1.50281 0.033 0.026 -0.005
Br -3.22763 1.13482 -4.77079 0.049 0.085 0.040
C -3.47494 2.46345 -6.16809 -0.063 -0.221 0.103
C -2.18488 2.82674 -6.84968 0.018 0.225 -0.104
Br -1.08380 4.02654 -5.77755 0.028 -0.099 -0.150
H -3.96226 3.31996 -5.71270 0.031 0.031 -0.011
H -4.15131 1.99800 -6.88153 0.019 0.045 -0.056
H -2.38799 3.38206 -7.76267 -0.021 -0.030 -0.019
H -1.57336 1.96037 -7.07970 -0.013 -0.030 0.042
Br 1.58279 4.61845 4.97175 0.069 0.030 0.094
C 1.98653 3.55131 6.54244 0.170 0.182 -0.165
C 2.01120 2.08832 6.19757 -0.080 -0.203 0.139
Br 0.21304 1.38404 5.97923 0.019 0.113 0.214
H 1.24389 3.79078 7.29654 -0.027 -0.039 -0.002
H 2.96624 3.88216 6.88048 0.023 -0.063 0.003
H 2.45168 1.50508 7.00321 0.014 0.041 0.026
H 2.54512 1.89034 5.27291 -0.009 0.033 -0.018
Br -1.05446 -3.25285 -4.01856 -0.007 -0.059 0.023
C 0.78681 -3.01244 -3.43022 -0.063 0.073 -0.031
C 1.64686 -4.20376 -3.75749 0.067 -0.037 0.124
Br 1.33009 -5.70978 -2.56519 -0.058 0.010 -0.015
H 0.74522 -2.79098 -2.36868 0.064 0.029 0.045
H 1.14758 -2.13689 -3.96393 0.024 0.013 0.031
H 2.69658 -3.95196 -3.62545 -0.014 0.059 0.018
H 1.48354 -4.57183 -4.76527 -0.018 0.034 -0.017
Br -4.46222 7.38642 2.61342 0.011 0.004 0.064
C -2.55824 7.67997 2.89613 -0.100 0.045 -0.148
C -1.74556 6.45053 2.59559 0.108 -0.146 0.092
Br -1.89258 5.11750 4.00393 -0.149 0.056 -0.059
H -2.44429 8.01347 3.92230 0.021 -0.023 0.016
H -2.28798 8.48593 2.21748 0.023 -0.026 -0.022
H -0.68783 6.70072 2.54424 -0.008 0.034 -0.018
H -2.04627 5.96328 1.67179 -0.029 0.045 -0.023
Br -1.28792 4.73112 -10.20609 0.061 -0.014 -0.031
C 0.37555 5.12181 -9.26824 -0.171 -0.040 0.085
C 0.77532 6.56297 -9.42182 0.179 0.025 -0.087
Br 1.51171 6.93106 -11.18650 -0.064 0.020 0.009
H 1.12013 4.43439 -9.65538 0.029 0.034 -0.027
H 0.17703 4.89481 -8.22332 0.001 0.031 0.017
H 1.56793 6.81016 -8.71970 -0.004 -0.037 0.022
H -0.05836 7.24298 -9.28353 -0.026 -0.022 0.023


no.,HOMO energy (eV)
1,-8.45
2,-4.94
3,-6.40